Record 1
90
Properties=species:S:1:pos:R:3:lowdin_charge:R:1 method="wB97M-V/def2-TZVPD" gap_ev="4.36 / 4.36" e_lumo_ev="-8.24 / -8.24" e_above_lowest_kcal_mol=0.0 molar_mass_g_mol=723.24 total_charge=+2 e_homo_ev="-12.6028 / -12.6028"
Sn -1.056 2.201 -3.950 1.4039
C -1.878 2.690 -5.978 -0.2224
C -1.858 1.252 -5.864 -0.2381
C -0.782 0.382 -6.454 -0.1810
C 0.647 0.952 -6.303 -0.1618
C 0.868 1.698 -5.009 -0.2481
C 0.758 3.128 -4.962 -0.2220
C 0.403 3.904 -6.208 -0.1615
C -0.922 3.445 -6.882 -0.1516
C -0.576 2.430 -1.840 -0.1060
H -2.847 3.178 -5.813 0.1205
H -2.833 0.764 -5.789 0.1049
H -1.000 0.211 -7.524 0.1416
H -0.819 -0.614 -5.978 0.1162
H 1.358 0.107 -6.345 0.1354
H 0.869 1.587 -7.173 0.1168
H 1.509 1.203 -4.273 0.0767
H 1.294 3.658 -4.171 0.1182
H 1.225 3.854 -6.951 0.1445
H 0.313 4.971 -5.947 0.1293
H -1.441 4.358 -7.218 0.1335
H -0.696 2.871 -7.796 0.1317
H -1.265 3.199 -1.465 0.0484
H 0.439 2.856 -1.829 0.0414
H -0.577 1.521 -1.030 0.0302
P 1.614 -1.136 -1.355 1.1045
P -1.738 -1.928 -1.195 1.1335
N 2.867 -0.289 -2.296 -0.2683
N 2.751 -2.454 -1.042 -0.2808
N -2.620 -0.521 -1.966 -0.1709
N -3.109 -2.958 -1.343 -0.2782
C 0.654 -1.723 -2.835 -0.3732
C -0.689 -2.468 -2.608 -0.3708
C 3.126 1.086 -2.238 -0.1768
C 4.070 1.408 -3.201 -0.0923
C 4.389 0.203 -3.908 -0.0668
C 3.633 -0.813 -3.349 -0.1206
C 3.879 -2.293 -0.209 -0.1353
C 4.659 -3.439 -0.290 -0.0675
C 4.019 -4.332 -1.209 -0.0687
C 2.863 -3.705 -1.659 -0.1522
C -3.291 0.472 -1.244 -0.1309
C -4.041 1.251 -2.106 -0.0710
C -3.888 0.703 -3.407 -0.1090
C -2.996 -0.361 -3.294 -0.1931
C -3.901 -3.179 -2.475 -0.1360
C -5.127 -3.685 -2.077 -0.0543
C -5.114 -3.746 -0.647 -0.0682
C -3.895 -3.266 -0.212 -0.1321
H 1.310 -2.385 -3.424 0.0722
H 0.485 -0.822 -3.457 0.0573
H -1.262 -2.459 -3.549 0.0623
H -0.467 -3.530 -2.377 0.0965
H 2.634 1.684 -1.484 0.0906
H 4.494 2.385 -3.389 0.1010
H 5.090 0.088 -4.727 0.1063
H 3.586 -1.868 -3.582 0.1077
H 4.013 -1.393 0.368 0.1013
H 5.591 -3.623 0.230 0.1056
H 4.366 -5.312 -1.518 0.1055
H 2.099 -4.030 -2.353 0.0944
H -3.169 0.560 -0.183 0.0774
H -4.635 2.105 -1.818 0.1136
H -4.395 1.002 -4.315 0.1090
H -2.669 -1.064 -4.046 0.0943
H -3.516 -2.979 -3.467 0.0939
H -5.931 -3.977 -2.735 0.1047
H -5.906 -4.108 -0.006 0.1059
H -3.477 -3.145 0.775 0.0857
C -1.280 -1.505 2.559 0.0086
C -1.545 -0.101 2.064 -0.4322
C -3.033 0.151 2.199 -0.0088
O -1.206 -0.095 0.645 -0.0493
B -0.609 1.106 0.345 -0.4018
O -0.314 1.863 1.444 0.1697
C -0.655 1.078 2.626 -0.4296
C -1.341 1.983 3.621 0.0041
C 0.636 0.590 3.268 0.0004
H -1.746 -2.239 1.886 0.0710
H -1.720 -1.627 3.557 0.1157
H -0.208 -1.722 2.629 0.0943
H -3.601 -0.566 1.597 0.0962
H -3.326 0.008 3.246 0.1155
H -3.309 1.169 1.898 0.1009
H -1.645 1.416 4.508 0.1166
H -0.647 2.754 3.964 0.1072
H -2.224 2.478 3.207 0.0957
H 1.247 -0.031 2.601 0.0987
H 1.231 1.455 3.584 0.1075
H 0.427 0.012 4.177 0.1128

Record 2
97
Properties=species:S:1:pos:R:3:lowdin_charge:R:1 method="wB97M-V/def2-TZVPD" gap_ev=6.93 e_lumo_ev=-3.97 e_above_lowest_kcal_mol=0.0 molar_mass_g_mol=929.39 total_charge=+1 e_homo_ev=-10.9025
Ir -1.308 -1.319 0.461 1.4831
N -2.247 2.778 -2.277 0.1691
C -2.686 2.142 -0.975 -0.4710
C -3.751 3.005 -0.311 -0.0689
P -1.147 1.913 0.012 0.3527
O -1.002 3.209 0.922 -0.0966
O -0.082 1.906 -1.026 -0.3004
O -1.360 0.741 0.962 -0.4367
P -3.345 0.476 -1.522 0.3740
O -4.681 0.404 -0.672 -0.1055
O -3.574 0.574 -2.979 -0.2578
O -2.342 -0.583 -1.084 -0.4226
H -1.226 2.607 -2.354 0.1296
H -2.440 3.777 -2.298 0.1665
H -2.747 2.282 -3.041 0.1296
H -3.350 3.991 -0.068 0.0881
H -4.084 2.533 0.612 0.0894
H -4.627 3.115 -0.951 0.0955
H -1.314 3.116 1.831 0.0990
H -5.478 0.196 -1.175 0.1125
C -3.316 -1.239 4.525 -0.0726
C -3.532 -0.245 3.382 -0.1999
C -4.637 -0.672 2.452 -0.1754
C -5.941 -0.232 2.653 -0.0261
C -6.975 -0.677 1.843 -0.0570
C -6.716 -1.564 0.811 -0.0422
C -5.425 -2.019 0.562 -0.2036
C -5.170 -2.929 -0.617 -0.1957
C -5.670 -4.356 -0.396 -0.0728
C -4.411 -1.564 1.405 -0.1961
N -3.079 -2.086 1.214 -0.0564
C -2.967 -3.345 1.534 -0.0513
C -1.775 -4.032 1.160 -0.2906
C -1.250 -5.301 1.252 0.0016
C -0.025 -5.274 0.541 -0.0537
C 0.154 -3.997 0.059 -0.1297
N -0.904 -3.221 0.441 -0.1657
H -2.516 -0.905 5.186 0.0768
H -3.045 -2.226 4.148 0.0626
H -4.223 -1.353 5.120 0.0819
H -2.601 -0.109 2.827 0.0680
H -3.792 0.730 3.798 0.1136
H -6.144 0.457 3.464 0.1186
H -7.985 -0.332 2.020 0.1100
H -7.526 -1.904 0.174 0.1223
H -4.109 -2.937 -0.870 0.1027
H -5.680 -2.506 -1.488 0.1193
H -5.132 -4.847 0.416 0.0646
H -5.537 -4.957 -1.295 0.0803
H -6.729 -4.366 -0.136 0.0780
H -3.800 -3.836 2.024 0.1520
H -1.690 -6.146 1.755 0.1154
H 0.650 -6.101 0.398 0.1059
H 0.959 -3.589 -0.529 0.1088
C 3.731 0.974 -2.905 -0.0234
C 4.581 -0.146 -2.297 -0.4922
C 5.819 -0.335 -3.184 -0.0395
C 3.770 -1.449 -2.377 -0.0327
C 5.016 0.154 -0.818 -0.4210
O 5.378 -1.062 -0.165 -0.0061
C 6.249 1.089 -0.677 -0.1072
C 6.238 2.556 -1.139 -0.1230
C 5.287 3.458 -0.389 -0.2439
C 4.245 4.115 -1.034 -0.0459
C 3.312 4.860 -0.325 -0.0960
C 3.436 4.961 1.049 -0.6685
Cl 2.263 5.870 1.953 0.6658
C 4.493 4.359 1.715 -0.0922
C 5.410 3.617 0.990 -0.0416
C 3.913 0.724 0.083 -0.0271
N 2.792 -0.159 0.392 -0.0628
C 1.594 -0.172 -0.174 -0.1330
N 0.813 -1.011 0.495 -0.0685
C 1.618 -1.486 1.493 -0.1792
N 2.820 -0.983 1.461 0.1628
H 3.461 0.700 -3.927 0.0973
H 4.261 1.921 -2.956 0.0627
H 2.799 1.145 -2.365 0.0691
H 5.507 -0.666 -4.175 0.0929
H 6.495 -1.100 -2.794 0.0925
H 6.388 0.585 -3.312 0.0832
H 3.557 -1.665 -3.426 0.0921
H 2.812 -1.385 -1.862 0.0620
H 4.314 -2.293 -1.958 0.0896
H 6.180 -1.408 -0.571 0.1040
H 7.078 0.592 -1.186 0.1150
H 6.505 1.059 0.385 0.1220
H 6.043 2.629 -2.209 0.0985
H 7.257 2.928 -1.002 0.1286
H 4.144 4.035 -2.109 0.1106
H 2.497 5.356 -0.832 0.1063
H 4.592 4.474 2.785 0.1093
H 6.231 3.143 1.516 0.1234
H 3.485 1.638 -0.320 0.1257
H 4.355 0.959 1.049 0.1408
H 1.294 0.444 -1.002 0.1058
H 1.298 -2.208 2.225 0.1208

Record 3
102
Properties=species:S:1:pos:R:3:lowdin_charge:R:1 method="wB97M-V/def2-TZVPD" gap_ev=7.94 e_lumo_ev=-4.04 molar_mass_g_mol=796.72 total_charge=+1 e_homo_ev=-11.9782
O -0.807 3.997 4.905 0.1664
C -1.292 3.225 4.115 -0.4702
O -1.966 3.577 3.011 0.1386
C -1.224 1.712 4.291 -0.0171
C -1.959 1.035 5.258 0.0583
C -1.839 -0.325 5.293 -0.0201
N -1.066 -0.992 4.441 0.1433
C -0.346 -0.340 3.525 0.0440
C -0.389 1.024 3.398 -0.0877
C 0.384 1.793 2.335 -0.1202
C 1.621 1.027 1.803 -0.1332
C 1.384 0.416 0.405 -0.1681
F 1.349 -0.983 0.475 -0.0688
H -1.758 4.507 2.799 0.1195
H -2.609 1.574 5.940 0.1472
H -2.428 -0.876 6.021 0.1455
H -1.009 -2.016 4.463 0.1282
H 0.280 -0.904 2.835 0.1470
H -0.319 1.992 1.517 0.1262
H 0.724 2.755 2.725 0.1090
H 1.954 0.204 2.448 0.1154
H 2.455 1.736 1.746 0.1085
H 2.275 0.646 -0.195 0.0955
H 0.473 0.782 -0.078 0.1257
C -2.452 -4.666 8.371 -0.0118
C -2.692 -4.476 6.893 -0.3197
C -2.826 -5.759 6.117 -0.0599
O -2.355 -5.376 4.811 0.0564
C -1.500 -4.351 4.987 -0.5480
O -0.777 -3.917 4.132 0.1344
O -1.551 -3.869 6.248 0.0818
H -3.236 -5.275 8.819 0.1003
H -1.485 -5.138 8.550 0.0989
H -2.431 -3.702 8.880 0.0893
H -3.556 -3.824 6.732 0.1592
H -3.853 -6.112 6.068 0.1505
H -2.191 -6.564 6.492 0.1505
C -1.510 6.499 -2.079 -0.0073
C -1.458 5.682 -0.812 -0.3154
C -1.519 6.498 0.454 -0.0719
O -0.790 5.670 1.382 0.0306
C 0.083 4.925 0.648 -0.5419
O 0.969 4.273 1.111 0.1452
O -0.185 5.018 -0.667 0.1039
H -2.398 7.131 -2.101 0.0991
H -0.622 7.126 -2.173 0.0967
H -1.529 5.846 -2.951 0.0907
H -2.238 4.915 -0.828 0.1635
H -2.538 6.661 0.800 0.1453
H -1.011 7.461 0.375 0.1464
C 2.729 -1.442 -3.044 -0.0095
C 2.726 -0.347 -4.084 -0.3230
C 1.683 0.714 -3.852 -0.0969
O 1.413 1.168 -5.178 0.0581
C 1.686 0.136 -6.018 -0.5615
O 1.383 0.115 -7.171 0.1500
O 2.337 -0.861 -5.380 0.1027
H 2.849 -1.031 -2.042 0.0663
H 1.805 -2.023 -3.084 0.0920
H 3.547 -2.139 -3.231 0.0927
H 3.733 0.096 -4.172 0.1095
H 2.050 1.531 -3.232 0.1278
H 0.754 0.327 -3.420 0.1385
C -1.762 -5.909 1.809 -0.0206
C -1.460 -7.303 1.313 -0.3303
C -1.284 -7.407 -0.182 -0.1009
O -1.698 -8.749 -0.445 0.0671
C -2.575 -9.101 0.533 -0.5538
O -3.250 -10.074 0.515 0.1768
O -2.571 -8.181 1.538 0.0810
H -0.995 -5.202 1.489 0.0926
H -2.735 -5.571 1.444 0.1002
H -1.812 -5.897 2.899 0.0497
H -0.594 -7.711 1.843 0.1603
H -0.252 -7.254 -0.494 0.1393
H -1.931 -6.726 -0.741 0.1400
C -2.398 1.821 -9.058 -0.0179
C -1.992 2.394 -7.723 -0.3218
C -1.766 1.361 -6.654 -0.0894
O -2.082 2.086 -5.457 0.0573
C -2.961 3.061 -5.800 -0.5658
O -3.568 3.722 -5.017 0.1439
O -3.053 3.181 -7.147 0.0875
H -1.667 1.092 -9.409 0.0947
H -3.378 1.344 -8.995 0.0925
H -2.481 2.614 -9.803 0.0870
H -1.118 3.040 -7.842 0.1629
H -0.739 1.006 -6.629 0.1051
H -2.440 0.503 -6.728 0.1451
C 6.994 3.238 -0.286 -0.0162
C 5.870 2.927 -1.243 -0.3178
C 4.839 1.973 -0.697 -0.1050
O 4.351 1.339 -1.878 0.0366
C 5.348 1.389 -2.802 -0.5220
O 5.318 0.790 -3.829 0.1661
O 6.346 2.207 -2.398 0.1101
H 6.609 3.627 0.658 0.0933
H 7.594 2.349 -0.089 0.0957
H 7.664 3.981 -0.718 0.0911
H 5.406 3.854 -1.593 0.1629
H 4.032 2.486 -0.176 0.1305
H 5.263 1.210 -0.039 0.1460

Record 4
88
Properties=species:S:1:pos:R:3:lowdin_charge:R:1 method="wB97M-V/def2-TZVPD" gap_ev=7.98 e_lumo_ev=-3.18 e_above_lowest_kcal_mol=13.5 molar_mass_g_mol=720.89 total_charge=+1 e_homo_ev=-11.1543
In -10.958 8.043 12.785 0.9202
C -9.090 8.694 9.346 -0.1274
O -9.000 8.579 10.751 -0.3462
Si -7.776 8.731 11.872 0.3302
C -6.755 10.225 11.293 -0.1503
C -6.675 7.226 11.501 -0.1392
C -8.788 8.791 13.467 -0.4860
Si -7.942 7.657 14.732 0.4194
C -6.014 7.755 14.643 -0.1759
C -8.474 7.800 16.563 -0.1861
C -8.310 5.802 14.491 -0.1968
Si -9.056 10.562 14.029 0.3553
C -10.347 10.608 15.398 -0.1862
C -9.520 11.911 12.816 -0.1733
C -7.410 11.110 14.897 -0.1708
H -10.054 9.222 9.113 0.1024
H -9.174 7.706 8.862 0.0807
H -8.215 9.112 8.796 0.0903
H -5.717 9.883 11.180 0.0311
H -6.635 11.161 11.889 0.0279
H -6.983 10.591 10.236 0.0592
H -5.812 7.012 12.095 0.0086
H -6.314 7.265 10.443 0.0606
H -7.267 6.283 11.458 0.0182
H -5.697 7.939 15.697 0.0439
H -5.695 8.640 14.049 0.0233
H -5.521 6.859 14.249 0.0296
H -8.401 8.826 16.956 0.0211
H -7.773 7.167 17.091 0.0250
H -9.473 7.338 16.828 0.0396
H -8.168 5.450 13.430 0.0058
H -9.338 5.445 14.909 0.0633
H -7.536 5.186 15.000 0.0414
H -11.383 10.718 14.983 0.0358
H -10.149 11.410 16.119 0.0439
H -10.283 9.672 16.016 0.0152
H -10.077 12.693 13.426 0.0633
H -10.274 11.598 12.087 0.0092
H -8.659 12.357 12.236 0.0496
H -6.571 10.735 14.238 0.0211
H -7.270 10.581 15.852 0.0174
H -7.282 12.208 15.102 0.0512
C -14.023 10.946 11.175 -0.0963
C -14.628 10.222 10.190 -0.0629
C -14.268 8.856 9.969 0.0071
C -13.307 8.298 10.831 -0.2133
C -12.635 9.098 11.764 -0.1553
C -12.947 10.454 11.896 -0.1041
C -12.911 6.876 10.746 -0.1780
C -13.672 5.944 9.951 0.0120
C -13.071 4.840 9.400 0.0190
C -11.706 4.578 9.729 -0.1363
C -11.080 3.451 9.128 -0.0163
C -9.813 3.065 9.606 -0.0685
C -9.128 3.820 10.595 -0.0177
C -9.773 5.010 11.108 -0.0210
C -10.997 5.457 10.670 -0.1803
N -11.639 6.611 11.134 0.0803
H -14.404 11.954 11.357 0.1152
H -15.480 10.679 9.668 0.1156
H -14.750 8.275 9.211 0.0972
H -12.394 10.993 12.645 0.0738
H -14.681 6.172 9.630 0.1106
H -13.529 4.094 8.742 0.1305
H -11.507 2.939 8.253 0.1247
H -9.357 2.145 9.239 0.1071
H -8.219 3.382 11.074 0.1241
H -9.264 5.678 11.815 0.0594
C -15.037 10.760 19.426 -0.0439
C -14.558 10.013 18.248 -0.2298
C -13.313 9.330 18.295 -0.0208
C -12.826 8.596 17.263 -0.0669
C -13.686 8.462 16.142 -0.4501
C -14.867 9.156 15.981 -0.0833
C -15.320 9.906 17.058 -0.0115
S -13.437 7.188 14.968 1.0554
C -13.581 5.831 16.221 -0.1801
O -11.899 7.133 14.495 -0.6066
H -16.043 10.368 19.646 0.0986
H -15.298 11.838 19.271 0.1116
H -14.411 10.637 20.258 0.0603
H -12.789 9.370 19.256 0.1272
H -11.909 8.028 17.346 0.1098
H -15.429 9.109 15.019 0.1320
H -16.257 10.370 16.956 0.1052
H -12.675 5.692 16.852 0.0864
H -13.765 4.940 15.624 0.0512
H -14.465 6.051 16.799 0.0630

Record 5
92
Properties=species:S:1:pos:R:3:lowdin_charge:R:1 method="wB97M-V/def2-TZVPD" gap_ev=4.37 e_lumo_ev=-1.17 molar_mass_g_mol=842.22 e_homo_ev=-5.5396
Al 11.962 12.566 9.488 -0.2216
C 8.120 14.277 9.637 -0.0713
C 8.931 14.299 8.284 -0.6315
C 7.922 14.672 7.197 -0.1198
C 9.903 15.522 8.182 -0.1080
P 9.950 12.690 7.986 1.0969
C 8.808 11.335 8.454 -0.3074
N 9.333 9.971 8.488 -0.0328
B 10.704 9.629 8.823 -0.4299
N 10.750 8.190 8.871 -0.0451
C 11.851 7.270 9.035 -0.3218
P 13.341 7.697 7.957 1.1118
C 13.133 6.750 6.410 -0.6978
C 13.959 7.455 5.223 -0.0919
C 11.618 6.830 5.995 -0.1071
C 13.470 5.220 6.456 -0.0921
C 14.826 6.986 9.153 -0.6588
C 14.683 7.704 10.508 -0.1360
C 16.146 7.431 8.444 -0.1284
C 14.835 5.495 9.411 -0.1163
C 9.414 7.655 8.698 -0.1726
C 8.899 6.383 8.826 -0.0365
C 7.499 6.248 8.733 -0.0871
C 6.589 7.339 8.514 -0.0760
C 7.172 8.609 8.483 -0.0309
C 8.570 8.757 8.559 -0.1565
C 10.198 12.321 6.166 -0.6254
C 8.973 11.790 5.335 -0.0851
C 10.829 13.541 5.418 -0.0891
C 11.208 11.110 6.041 -0.1238
H 8.079 15.346 9.948 0.0887
H 8.641 13.766 10.465 0.0748
H 7.109 13.959 9.456 0.0732
H 7.221 15.435 7.559 0.0926
H 7.221 13.856 6.937 0.0797
H 8.387 14.979 6.285 0.0520
H 9.340 16.404 8.583 0.0915
H 10.252 15.756 7.127 0.0897
H 10.795 15.495 8.858 0.0704
H 7.882 11.427 7.881 0.0951
H 8.535 11.635 9.489 0.0890
H 11.560 6.194 8.953 0.0836
H 12.214 7.420 10.168 0.1131
H 13.733 8.496 5.103 0.0534
H 13.834 6.913 4.250 0.0886
H 15.010 7.323 5.483 0.0511
H 11.134 7.790 6.234 0.0611
H 10.955 6.072 6.449 0.0790
H 11.554 6.689 4.906 0.0800
H 12.929 4.850 5.598 0.0660
H 13.140 4.711 7.340 0.0477
H 14.517 4.987 6.258 0.0758
H 14.423 8.774 10.444 0.0634
H 15.573 7.538 11.099 0.0756
H 13.898 7.302 11.132 0.0499
H 16.132 8.518 8.222 0.0665
H 16.358 6.869 7.466 0.0826
H 17.063 7.272 9.103 0.0920
H 13.822 5.013 9.268 0.0747
H 15.130 5.305 10.485 0.0883
H 15.657 5.064 8.822 0.0728
H 9.481 5.477 8.908 0.0977
H 7.214 5.221 8.772 0.0779
H 5.561 7.211 8.480 0.0673
H 6.494 9.433 8.478 0.0890
H 8.094 12.462 5.366 0.0669
H 8.711 10.724 5.609 0.0981
H 9.220 11.660 4.297 0.0715
H 10.010 14.262 5.042 0.0945
H 11.341 13.205 4.494 0.0908
H 11.487 14.083 6.072 0.0559
H 10.821 10.180 6.571 0.0593
H 12.162 11.468 6.511 0.0314
H 11.447 10.819 5.033 0.0745
Br 13.591 16.988 11.679 0.7916
C 12.713 15.425 12.277 -0.5809
C 12.695 15.313 13.672 -0.1866
C 12.385 14.151 14.417 -0.6257
Br 12.674 14.096 16.272 0.7921
C 11.901 13.041 13.632 -0.1751
C 11.657 11.781 14.154 0.0144
C 11.308 10.675 13.270 0.0171
C 11.293 10.910 11.890 -0.0715
N 11.598 12.089 11.327 0.0542
C 11.975 13.116 12.173 -0.0925
C 12.491 14.256 11.486 -0.3013
O 12.581 14.163 10.155 -0.1277
H 12.820 16.199 14.229 0.0697
H 11.639 11.671 15.223 0.0821
H 11.094 9.677 13.658 0.1099
H 10.934 10.218 11.120 0.0771
Br 13.837 11.601 8.760 0.4083